This record from the Open Molecules 2025 dataset describes a structure of composition C3H12NO2 at a distorted geometry. The level of theory is ωB97M-V/def2-TZVPD.

```
18
Properties=species:S:1:pos:R:3:forces:R:3:mulliken_charge:R:1
C 0.341 -2.947 -0.559 0.3751 3.0714 -0.4299 -0.349
C -0.606 -2.955 -1.651 -0.5868 -0.5932 0.0124 0.155
C -0.295 -1.715 -1.924 -0.2359 -1.8156 -0.0333 -0.699
O -0.951 0.117 0.440 0.5340 -0.1019 -0.3041 -0.513
N -2.941 2.491 2.088 -0.1877 0.7492 -0.9728 -0.389
H 1.398 -3.048 -0.776 0.0476 -1.2589 0.3997 0.303
H 0.096 -2.302 0.282 0.1411 -0.3995 0.1678 0.292
H -1.121 -3.806 -2.093 0.0747 0.1690 -0.3317 0.379
H 24.335 2.175 0.895 0.0468 0.4755 -0.2776 0.000
H 0.064 -1.434 -2.910 0.0554 0.8681 0.2259 0.374
H -0.773 0.027 -0.514 -0.1311 0.0917 0.3853 0.288
H -0.949 1.079 0.630 -0.2175 0.0628 -0.2923 0.484
H -3.230 2.960 2.938 0.1242 0.0365 0.1254 0.309
H -3.493 2.789 1.281 -0.3015 -0.3905 0.2563 0.302
H 24.274 1.549 1.260 -0.0468 -0.4755 0.2776 0.000
H -0.386 3.393 0.077 0.6280 0.6757 -0.4547 0.303
H -1.961 2.553 1.810 0.7541 -0.4455 0.2324 0.357
O -0.856 2.694 0.526 -1.0736 -0.7194 1.0136 -0.598
```
Positions in Å, forces in eV/Å.

Output
E_HOMO ... -13.0 eV
Energy above the lowest of the compared OMol25 structures with the same formula, charge and spin ... 1334.6 kJ/mol
HOMO-LUMO gap ... 0.0987 Eh
Total charge ... +1
E_tot ... -326.0048 Eh

---

This record from the Open Molecules 2025 dataset describes a cluster of 3 separate species, C3H12NO2 in total at a distorted geometry. The level of theory is ωB97M-V/def2-TZVPD.

```
18
Properties=species:S:1:pos:R:3:forces:R:3:mulliken_charge:R:1
C -0.733 0.414 1.817 -0.5512 0.2814 -1.0678 -1.075
C -1.421 -0.100 0.573 0.6524 -1.0180 0.8904 0.551
C -2.556 -0.767 0.472 0.6123 0.0596 -0.2964 -0.856
N -0.507 -0.022 -0.626 -0.5731 1.0027 0.3107 -0.211
H -0.772 1.507 1.782 0.0631 -0.0989 0.5509 0.303
H -1.152 -0.030 2.715 -0.1533 0.2965 -0.0183 0.404
H 0.305 0.132 1.729 0.2773 -0.0833 0.2988 0.257
H -2.795 -1.297 -0.443 -0.3861 0.2007 0.0496 0.280
H -3.189 -0.853 1.342 -0.0924 -0.0875 -0.0932 0.308
H -0.985 0.608 -1.274 0.1721 -0.4034 -0.4700 0.437
H -0.263 -0.919 -1.046 -0.0501 -0.0616 -0.1095 0.392
H 0.369 0.465 -0.382 0.2950 -0.0840 0.1837 0.225
H 2.387 2.247 0.256 0.1595 -0.0495 0.0657 0.289
H 2.471 0.916 1.059 0.2577 0.1612 -0.0397 0.300
O 1.916 1.437 0.472 -0.5105 -0.1833 -0.2184 -0.612
H 2.513 -1.791 -2.594 0.0124 -0.0558 0.5001 0.319
H 1.529 -0.708 -2.831 0.1353 0.1063 0.1899 0.332
O 1.950 -1.177 -2.095 -0.3206 0.0169 -0.7266 -0.643
```
Positions in Å, forces in eV/Å.

Output
E_HOMO ... -14.5 eV
Energy above the lowest of the compared OMol25 structures with the same formula, charge and spin ... 93.3 kJ/mol
HOMO-LUMO gap ... 0.4151 Eh
Total charge ... +1
E_tot ... -326.4776 Eh

---

This record from the Open Molecules 2025 dataset describes a cluster of 3 separate species, C3H12NO3 in total at a distorted geometry. The level of theory is ωB97M-V/def2-TZVPD.

```
19
Properties=species:S:1:pos:R:3:forces:R:3:mulliken_charge:R:1
C -0.075 0.846 0.610 2.3856 -1.6255 -1.6812 -0.629
C 0.520 1.461 1.861 -1.2198 1.6374 0.4233 -0.389
C 0.807 0.459 2.958 1.0939 -1.2512 -0.1526 -0.100
O 0.876 -0.723 2.753 -0.3453 0.0778 -0.4080 -0.412
N -0.035 1.798 -0.608 -1.6780 0.4822 2.0516 -0.220
H -1.078 0.482 0.721 -0.4582 -0.0092 0.0545 0.361
H 0.548 0.017 0.208 -0.4238 0.1211 0.9167 0.351
H -0.274 2.065 2.359 0.4068 0.1315 -0.4453 0.294
H 1.341 2.192 1.643 -0.3326 -0.8579 0.3706 0.362
H 0.996 0.782 3.989 -0.1611 0.7727 -0.0506 0.394
H -0.243 1.364 -1.513 0.3553 -0.4015 -0.2694 0.222
H 0.881 2.273 -0.643 -0.8016 0.1773 -0.0782 0.372
H -0.869 2.370 -0.339 1.3724 0.6357 -1.0230 0.411
H -1.142 -5.545 -0.293 0.0983 -0.2980 -0.1943 0.327
H -0.473 -6.071 -1.606 -0.1142 -0.1992 0.2061 0.328
O -0.701 -5.284 -1.107 0.0122 0.5230 -0.0077 -0.655
H 0.112 0.866 -4.253 -0.7607 -0.0805 -0.3015 0.337
H -1.056 0.206 -3.307 -0.2000 0.0489 -1.1303 0.344
O -0.136 0.442 -3.430 0.7707 0.1156 1.7194 -0.698
```
Positions in Å, forces in eV/Å.

Output
E_HOMO ... -13.4 eV
Energy above the lowest of the compared OMol25 structures with the same formula, charge and spin ... 133.1 kJ/mol
HOMO-LUMO gap ... 0.3593 Eh
Total charge ... +1
E_tot ... -401.6983 Eh

---

This record from the Open Molecules 2025 dataset describes a cluster of 3 separate species, C3H12NO3 in total at a distorted geometry. The level of theory is ωB97M-V/def2-TZVPD.

```
19
Properties=species:S:1:pos:R:3:forces:R:3:mulliken_charge:R:1
C -0.681 1.082 -1.841 0.7099 -0.7498 0.6177 -0.592
C -1.433 1.477 -0.581 0.4755 1.1523 -0.5471 -0.557
C -1.471 0.367 0.427 0.0769 -1.1696 -0.0085 0.064
O -1.235 -0.772 0.080 0.0371 0.4528 0.1519 -0.464
N 0.740 0.718 -1.491 0.2747 1.2303 0.4185 -0.250
H -0.557 1.889 -2.550 -0.6312 0.0170 -0.2750 0.396
H -1.123 0.175 -2.217 -0.1852 -0.0676 -0.6448 0.348
H -2.422 1.756 -0.942 -0.3564 -0.1053 0.3718 0.331
H -1.017 2.411 -0.179 -0.1081 -0.2279 0.2494 0.364
H -1.670 0.548 1.496 -0.1872 0.4429 -0.1918 0.375
H 1.161 1.576 -1.125 0.2481 -0.0295 -0.0646 0.378
H 1.332 0.457 -2.290 -0.4191 -0.3312 0.3272 0.376
H 0.862 0.070 -0.691 0.2596 -0.6550 -0.4824 0.281
H 0.065 -2.338 2.256 -0.0470 0.0536 0.2537 0.315
H 0.810 -1.486 3.353 -0.1676 -0.2042 -0.0183 0.315
O 0.843 -1.803 2.446 0.1817 0.1462 -0.2635 -0.675
H 2.992 -1.190 0.215 -0.0906 0.1716 -0.1075 0.324
H 1.734 -1.112 1.095 0.1108 0.2068 -0.0972 0.377
O 2.190 -0.667 0.341 -0.1821 -0.3334 0.3104 -0.704
```
Positions in Å, forces in eV/Å.

Output
E_HOMO ... -14.3 eV
Energy above the lowest of the compared OMol25 structures with the same formula, charge and spin ... 17.1 kJ/mol
HOMO-LUMO gap ... 0.4134 Eh
Total charge ... +1
E_tot ... -401.7424 Eh

---

This record from the Open Molecules 2025 dataset describes a cluster of 3 separate species, C3H12NO4 in total at a distorted geometry. The level of theory is ωB97M-V/def2-TZVPD.

```
20
Properties=species:S:1:pos:R:3:forces:R:3:mulliken_charge:R:1
O -1.569 -1.391 0.617 -3.6343 0.8741 3.0288 -0.528
C -0.420 -1.962 0.254 -0.6828 1.9238 1.8237 0.391
C 0.053 -0.934 -0.842 2.3515 -3.7563 -2.7333 -0.391
N -0.220 0.553 -0.660 -1.1968 -3.1180 1.9224 0.000
C -0.439 1.209 -1.904 -0.3109 4.9882 -1.9015 -0.849
O -0.061 -2.951 0.786 1.6960 -0.6534 -0.9793 -0.485
H -2.082 -1.682 1.523 2.3045 0.2606 -3.3152 0.388
H -0.559 -1.513 -1.673 0.9570 2.2147 0.8673 0.282
H 1.218 -1.096 -1.215 -3.0769 0.5565 1.3172 0.391
H -1.091 0.640 -0.018 1.8969 -0.2270 -1.0014 0.364
H 0.649 0.883 -0.169 -1.0926 0.5453 -0.0797 0.376
H 0.352 1.102 -2.631 1.4477 0.4838 0.7666 0.402
H -0.696 2.408 -1.731 0.8162 -3.5658 -0.6430 0.220
H -1.129 0.868 -2.628 -2.1618 -1.1968 0.5847 0.417
H 1.921 1.740 2.193 -2.4693 -1.8170 -0.6444 0.338
H 1.270 0.356 2.643 -0.4082 1.6526 -1.3537 0.326
O 1.105 1.121 1.993 2.8076 -0.0606 1.9042 -0.646
H 1.662 3.343 -0.183 4.5406 3.7071 1.4773 0.250
H 0.214 3.286 -0.128 3.1963 -2.6189 -1.3236 0.377
O 1.106 2.712 -0.447 -6.9807 -0.1930 0.2829 -0.620
```
Positions in Å, forces in eV/Å.

Output
E_HOMO ... -14.7 eV
Energy above the lowest of the compared OMol25 structures with the same formula, charge and spin ... 402.0 kJ/mol
HOMO-LUMO gap ... 0.4166 Eh
Total charge ... +1
E_tot ... -476.8742 Eh

---

What did the second record say?
This record from the Open Molecules 2025 dataset describes a cluster of 3 separate species, C3H12NO2 in total at a distorted geometry. The level of theory is ωB97M-V/def2-TZVPD.

```
18
Properties=species:S:1:pos:R:3:forces:R:3:mulliken_charge:R:1
C -0.733 0.414 1.817 -0.5512 0.2814 -1.0678 -1.075
C -1.421 -0.100 0.573 0.6524 -1.0180 0.8904 0.551
C -2.556 -0.767 0.472 0.6123 0.0596 -0.2964 -0.856
N -0.507 -0.022 -0.626 -0.5731 1.0027 0.3107 -0.211
H -0.772 1.507 1.782 0.0631 -0.0989 0.5509 0.303
H -1.152 -0.030 2.715 -0.1533 0.2965 -0.0183 0.404
H 0.305 0.132 1.729 0.2773 -0.0833 0.2988 0.257
H -2.795 -1.297 -0.443 -0.3861 0.2007 0.0496 0.280
H -3.189 -0.853 1.342 -0.0924 -0.0875 -0.0932 0.308
H -0.985 0.608 -1.274 0.1721 -0.4034 -0.4700 0.437
H -0.263 -0.919 -1.046 -0.0501 -0.0616 -0.1095 0.392
H 0.369 0.465 -0.382 0.2950 -0.0840 0.1837 0.225
H 2.387 2.247 0.256 0.1595 -0.0495 0.0657 0.289
H 2.471 0.916 1.059 0.2577 0.1612 -0.0397 0.300
O 1.916 1.437 0.472 -0.5105 -0.1833 -0.2184 -0.612
H 2.513 -1.791 -2.594 0.0124 -0.0558 0.5001 0.319
H 1.529 -0.708 -2.831 0.1353 0.1063 0.1899 0.332
O 1.950 -1.177 -2.095 -0.3206 0.0169 -0.7266 -0.643
```
Positions in Å, forces in eV/Å.

Output
E_HOMO ... -14.5 eV
Energy above the lowest of the compared OMol25 structures with the same formula, charge and spin ... 93.3 kJ/mol
HOMO-LUMO gap ... 0.4151 Eh
Total charge ... +1
E_tot ... -326.4776 Eh

---

Which value of energy above the lowest of the compared OMol25 structures with the same formula, charge and spin does entry 5 give? 402.0 kJ/mol